# 1
Formula: C20H24N4OS
Source: the OMol25 dataset
Level of theory: ωB97M-V with the def2-TZVPD basis set

Geometry (Å):
H  2.18  2.72  2.43
H  1.78  2.12  -0.92
C  2.10  1.02  3.77
H  -1.98  -0.71  2.06
H  -1.98  1.65  -2.47
C  -0.10  2.30  0.26
H  -3.69  -3.29  -0.42
C  -1.86  1.02  -3.34
C  2.98  -0.17  1.79
H  4.83  -1.26  1.56
H  0.50  -1.35  0.68
H  3.16  1.03  4.03
S  -0.85  -2.81  2.02
H  1.52  0.71  4.63
C  -3.12  -2.43  -0.71
C  -1.98  -0.36  -3.24
N  -0.97  0.42  -0.53
C  1.65  2.41  3.33
N  -2.25  -0.99  -2.02
H  0.63  -0.15  -1.82
O  -0.17  -0.39  3.50
H  2.58  -0.50  0.83
H  0.02  3.22  0.79
H  -2.00  -2.23  -4.28
C  0.73  -0.65  2.72
H  0.59  2.39  3.12
H  -2.10  1.55  0.87
H  -1.27  1.25  -6.66
C  0.60  -1.76  1.69
C  -1.18  1.47  0.31
C  -1.62  -0.58  -5.61
N  -3.02  -2.09  -1.98
C  -1.84  -0.64  -0.76
C  -1.88  -1.16  -4.38
C  -2.39  -1.55  0.12
C  -1.47  0.80  -5.70
C  0.26  0.57  -1.12
H  1.45  -2.43  1.72
C  4.03  -1.16  2.29
H  4.47  -0.81  3.22
H  1.85  3.13  4.12
H  -1.54  -1.19  -6.49
H  -1.50  2.66  -4.65
H  -3.10  -2.10  2.05
H  3.45  0.81  1.62
H  3.59  -2.14  2.47
C  0.82  1.72  -0.64
C  -2.22  -1.66  1.58
N  1.90  0.02  2.73
C  -1.60  1.59  -4.57

# 2
Formula: C20H24N6O3
Source: the OMol25 dataset
Level of theory: ωB97M-V with the def2-TZVPD basis set

Geometry (Å):
C  0.63  0.64  1.61
C  4.70  0.84  -5.22
C  3.51  0.19  -3.29
C  -3.52  0.69  5.04
H  0.74  -0.18  4.40
H  -0.83  -2.32  6.55
C  -0.68  -1.83  4.48
H  1.97  0.15  -0.88
H  1.54  3.77  1.02
H  -0.39  -2.19  2.36
H  -2.23  3.56  -0.48
N  -0.52  -2.54  3.36
H  -0.45  -4.59  2.96
C  -0.43  -3.84  3.76
C  4.51  2.19  -4.86
N  -3.28  0.17  3.69
H  0.55  2.24  2.82
O  0.82  -0.55  1.42
O  -2.27  -0.47  1.84
C  -0.83  -2.64  5.53
H  -0.63  0.08  5.51
C  -0.26  3.55  0.38
H  -3.44  1.77  4.99
C  1.27  1.64  0.67
H  -1.30  2.18  -1.10
H  3.11  -0.55  -2.63
C  4.26  -0.21  -4.41
H  0.48  0.91  -1.41
H  2.33  1.68  1.04
C  -2.20  0.15  2.95
H  1.79  3.99  -1.64
H  -1.17  1.60  4.03
C  -1.51  2.75  -0.14
C  1.45  1.21  -0.94
C  2.47  3.36  -2.07
C  -0.87  0.68  3.47
H  5.12  0.70  -6.16
N  -0.58  -3.99  5.13
N  0.22  1.26  2.69
H  -4.10  -0.24  3.29
C  3.11  1.49  -3.03
H  4.41  -1.25  -4.74
O  -0.27  4.76  0.42
H  4.86  3.01  -5.42
C  -0.32  -0.29  4.53
C  3.80  2.50  -3.76
C  2.34  2.01  -1.95
H  -2.05  2.17  0.60
N  0.84  3.00  0.70
H  -2.69  0.41  5.62
H  3.08  4.40  -3.73
N  3.23  3.62  -3.20
H  -4.46  0.15  5.46

# 3
Formula: C20H24NO
Source: the OMol25 dataset
Level of theory: ωB97M-V with the def2-TZVPD basis set

Values from the calculation:
Total charge   +1

Geometry (Å):
C  -1.85  1.57  -3.17
H  1.27  1.78  1.89
C  0.29  -0.01  -2.24
C  -1.16  -0.27  1.26
C  -0.45  -0.42  -3.34
H  -3.65  -0.75  1.61
H  -3.40  -1.26  -0.07
C  -1.76  -3.92  1.78
C  2.18  1.94  -0.54
H  -0.14  1.48  2.93
C  0.18  -0.01  1.43
H  2.07  3.68  0.75
C  -3.84  -2.87  1.29
C  4.41  1.05  -0.92
H  -0.21  -1.35  -3.83
H  0.92  -0.61  0.90
H  5.97  1.88  0.33
H  -0.22  -2.88  0.73
C  -3.19  -1.52  0.98
H  -1.99  -4.02  2.86
H  4.49  3.62  1.34
C  4.92  1.93  0.05
C  -1.13  1.99  -2.06
H  1.35  0.55  3.14
H  5.07  0.34  -1.41
H  -4.70  -3.03  0.62
H  -4.18  -2.86  2.34
C  -1.49  0.38  -3.83
H  -1.21  -4.81  1.43
H  -0.34  -2.45  2.44
C  0.00  1.24  -1.63
C  2.74  2.93  0.32
H  -2.66  2.20  -3.53
H  -2.03  0.10  -4.73
C  3.07  1.09  -1.28
O  -2.96  -3.96  1.02
C  0.77  1.78  -0.55
N  -1.74  -1.50  1.23
C  0.69  1.00  2.39
C  -0.93  -2.66  1.54
H  -1.37  2.90  -1.50
H  -1.87  0.57  1.22
H  0.21  2.46  0.10
H  1.07  -0.65  -1.81
C  4.09  2.89  0.63
H  2.69  0.45  -2.07

# 4
Formula: C20H25BBr4NO10P
Source: the OMol25 dataset
Level of theory: ωB97M-V with the def2-TZVPD basis set

Geometry (Å):
C  1.21  2.98  -0.73
Br  0.88  -2.16  1.64
O  -1.53  4.93  -0.80
H  -9.24  3.52  -1.36
C  5.35  -1.09  1.30
H  5.05  -0.01  1.42
O  0.00  -3.56  0.00
H  3.04  1.90  -1.49
C  -3.04  1.54  -0.83
H  6.04  -1.12  0.41
H  -7.61  1.49  -1.16
H  -8.07  4.45  -0.40
O  3.08  -0.70  -2.42
H  1.40  6.48  -0.18
H  0.95  -5.95  -1.29
H  -1.41  3.35  1.99
C  0.47  -5.15  -1.92
C  2.17  -0.79  -1.64
H  1.20  -4.26  2.89
C  -0.61  -4.36  -1.07
H  2.49  -3.10  3.30
O  2.99  4.62  0.53
O  3.22  4.48  -2.00
C  1.35  0.47  -1.21
H  -7.05  2.84  -2.17
Br  1.28  -1.19  5.19
C  -0.06  0.29  -0.81
Br  -5.70  2.71  -0.11
H  5.93  -1.38  2.22
C  0.41  -2.31  -0.60
C  -0.63  -1.17  -0.90
H  -0.11  -5.67  -2.74
C  -7.33  2.55  -1.16
H  2.67  4.22  -2.77
C  1.41  -3.23  3.18
H  4.14  -2.84  1.85
O  -3.88  2.15  -1.35
H  3.10  -3.80  -1.59
C  1.97  1.78  -1.18
H  3.19  -1.39  1.33
C  -0.20  2.79  -0.34
C  4.08  -2.03  1.08
H  -1.19  -3.73  -1.81
H  1.21  -4.47  -2.41
C  -8.42  3.45  -0.64
C  0.63  -2.86  4.42
B  -1.09  4.02  0.20
O  -1.79  -1.36  -1.19
O  1.24  5.92  -0.97
O  -1.47  4.21  1.53
C  1.75  -2.13  -0.94
H  -0.43  -2.73  4.23
C  2.90  -3.18  -0.67
Br  -9.23  2.72  0.97
N  -2.22  1.21  0.06
C  -0.85  1.45  -0.36
H  0.77  -3.61  5.20
H  2.56  -3.88  0.15
H  -1.34  -5.07  -0.62
P  2.15  4.57  -0.70
O  4.10  -2.49  -0.27
H  -1.88  5.69  -0.31

Calculated max |F| (eV/A), listed in the same order as above: 1.0 5.9 1.7 5.9
Calculated LUMO (eV), listed in the same order as above: 0.7 0.1 -5.2 -1.4
Calculated relative energy (zero: lowest compared OMol25 entry of this formula, charge and spin) (kcal per mole), listed in the same order as above: 37.1 136.1 51.7 0.0